[1]
97
Properties=species:S:1:pos:R:3:forces:R:3 method="wB97M-V/def2-TZVPD" homo_ev=-4.71 homo_lumo_gap_ev=6.56 charge=-1 lumo_ev=1.851 largest_force_ev_per_a=3.556
C -7.106245 0.057933 -0.169339 0.996 -0.067 -1.322
C -7.613881 0.424862 -1.649168 -2.221 0.221 -0.952
O -8.725699 0.105065 -2.090640 3.007 0.851 1.697
O -6.757601 1.197297 -2.480729 -0.748 -2.290 1.443
C -5.590581 0.350014 -2.745132 2.020 -0.190 -0.508
C -5.271184 0.218192 -4.325761 -0.834 -0.506 0.847
C -5.392667 -1.327976 -4.801939 0.258 0.899 -0.110
Al -3.557859 -2.252729 -5.000502 -0.806 -0.593 -0.337
C -3.835385 -4.225488 -4.406805 0.609 0.135 0.834
C -3.245644 -4.491285 -2.924499 -1.305 -2.350 -2.117
C -3.914264 -5.887740 -2.433211 0.698 1.272 -0.177
I -3.850784 -2.979488 -1.477156 0.283 -0.298 -0.189
H -7.037562 -1.083260 -0.142562 -0.279 1.584 0.196
H -7.770773 0.477401 0.644042 0.614 -0.581 -1.197
H -6.042385 0.468475 -0.065466 -1.551 -0.551 0.028
H -4.718509 0.816379 -2.162217 -1.049 -0.648 -0.916
H -5.704262 -0.715216 -2.363661 -0.202 1.398 -0.288
H -6.075249 0.831061 -4.850940 1.258 -0.451 0.615
H -4.220148 0.633072 -4.496007 -1.501 -0.430 0.025
H -5.996550 -1.950932 -4.065446 0.291 0.938 -0.976
H -5.859717 -1.328139 -5.845504 0.320 -0.207 1.449
H -2.404728 -1.575113 -4.135504 0.294 0.222 0.208
H -3.188595 -2.328171 -6.571782 0.139 0.123 -0.261
H -4.964795 -4.409049 -4.458082 1.451 -0.076 0.303
H -3.288453 -4.960784 -5.097955 -0.789 0.880 0.936
H -2.113968 -4.569648 -2.999789 -1.471 0.411 0.508
H -5.035412 -5.707558 -2.397101 1.424 -0.360 0.223
H -3.713587 -6.631300 -3.266342 -0.098 0.676 1.194
H -3.468442 -6.178154 -1.429045 -0.806 -0.028 -1.186
C -0.177846 1.148658 4.804406 0.332 -0.030 0.313
O -1.309455 1.038946 3.948512 -0.673 -0.300 -0.543
P -1.552541 -0.394950 3.282997 -0.192 -0.851 -0.056
O -1.309738 -1.543287 4.188574 0.033 0.849 -0.795
O -0.644234 -0.408020 1.960993 -0.312 -0.337 0.855
C -0.086452 0.794942 1.452371 0.364 0.509 -0.314
O -3.041193 -0.303382 2.714184 0.727 0.743 0.868
C -3.543253 -1.492933 2.107761 -0.172 -0.663 -0.439
H 0.220775 2.161163 4.728660 -0.131 -0.036 -0.109
H -0.482804 0.954481 5.833914 0.070 -0.058 -0.065
H 0.604461 0.443117 4.515253 0.008 0.033 0.100
H 0.852332 0.995625 1.974587 -0.037 0.091 -0.059
H -0.761928 1.646154 1.564569 0.016 -0.111 -0.003
H 0.132920 0.660496 0.392884 -0.100 -0.183 0.126
H -3.242902 -2.380572 2.670474 0.018 0.123 -0.015
H -3.167020 -1.568617 1.086149 -0.014 -0.020 0.074
H -4.632663 -1.454024 2.084858 0.125 0.250 0.075
C -0.322228 6.521726 -0.662701 -0.106 0.037 -0.562
O -0.073788 6.225973 0.710073 -0.154 -0.149 1.104
P -1.359185 5.919043 1.608610 -0.667 -0.741 -0.366
O -2.390836 5.093231 0.948210 0.645 0.861 0.617
O -1.891090 7.355633 2.094774 -0.020 -0.591 -0.210
C -1.079537 8.510140 1.955487 0.200 0.494 -0.054
O -0.744129 5.276750 2.936895 0.480 0.319 -0.908
C -1.693427 4.846305 3.907040 -0.562 -0.165 0.425
H 0.431515 7.230024 -1.008286 0.037 -0.082 0.185
H -0.254131 5.604508 -1.248540 -0.094 0.083 0.039
H -1.309557 6.968577 -0.797632 0.026 -0.102 -0.062
H -1.210384 8.912699 0.948232 0.139 0.047 0.052
H -0.022968 8.299293 2.134781 -0.104 -0.015 -0.029
H -1.411954 9.263113 2.671289 -0.101 -0.184 -0.005
H -2.553522 4.366764 3.432824 0.119 0.037 -0.019
H -2.033943 5.703648 4.491096 0.000 -0.019 -0.010
H -1.224449 4.124050 4.575232 0.157 0.117 -0.186
C 6.245564 -2.366094 2.159109 0.366 0.221 -0.455
O 5.247333 -2.855595 3.053262 -0.973 -0.079 0.638
P 3.796347 -2.202076 2.908427 -0.567 -0.293 -0.809
O 3.361217 -1.968776 1.514435 0.323 0.170 1.093
O 3.839253 -0.867905 3.805540 -0.135 -0.257 -0.485
C 4.891813 -0.655689 4.730887 0.363 0.190 0.300
O 2.855615 -3.185349 3.743029 1.321 0.016 -0.361
C 1.465297 -2.861188 3.730679 -0.782 0.297 -0.032
H 7.213086 -2.399555 2.661586 -0.149 -0.100 0.107
H 6.275981 -2.997797 1.271034 -0.025 0.170 0.007
H 6.040130 -1.334711 1.865785 0.056 -0.109 -0.165
H 5.739058 -0.210237 4.203926 0.061 -0.075 0.123
H 5.206044 -1.579583 5.221397 -0.044 0.065 -0.075
H 4.554313 0.047587 5.493623 -0.135 -0.053 -0.142
H 1.144356 -2.531102 2.739595 0.073 -0.021 0.094
H 1.267519 -2.071100 4.456105 -0.053 -0.073 -0.039
H 0.887294 -3.744465 4.000576 0.250 0.026 0.048
C 9.025149 0.162683 -2.665771 0.411 0.081 0.194
O 7.693562 0.028531 -3.152903 -0.879 -0.323 -0.095
P 6.710839 -0.882058 -2.279403 -0.645 0.114 0.734
O 6.848835 -0.712572 -0.817280 0.119 -0.391 -0.952
O 6.966344 -2.386081 -2.783505 0.008 0.497 0.482
C 7.678725 -2.633366 -3.984470 0.282 -0.205 -0.414
O 5.263265 -0.534664 -2.853108 1.298 0.436 -0.184
C 4.168706 -1.179242 -2.198752 -0.597 -0.433 0.486
H 9.699084 0.263733 -3.517232 -0.186 0.013 -0.041
H 9.093808 1.053920 -2.040675 0.011 -0.117 0.018
H 9.323516 -0.713694 -2.086212 0.019 0.103 0.049
H 8.749426 -2.630201 -3.765635 -0.009 0.032 -0.150
H 7.457428 -1.894996 -4.758150 0.004 -0.051 0.099
H 7.408127 -3.621868 -4.357454 -0.095 0.075 0.177
H 4.316625 -1.210646 -1.115929 0.012 0.017 -0.096
H 4.063882 -2.196849 -2.578985 -0.003 0.047 0.008
H 3.252541 -0.625990 -2.403821 0.238 0.066 -0.154

[2]
100
Properties=species:S:1:pos:R:3:forces:R:3 method="wB97M-V/def2-TZVPD" spin_multiplicity=2 homo_ev="-10.82 / -10.79" homo_lumo_gap_ev="9.23 / 5.61" charge=+1 lumo_ev="-1.589 / -5.180" largest_force_ev_per_a=5.157
Pb 28.083390 0.344080 -17.167610 -0.406 -1.431 0.997
Br 29.724590 -1.672600 -15.674180 -0.067 0.558 -0.346
C 30.398080 1.293350 -20.462760 0.174 1.683 2.105
C 31.000370 1.675030 -19.023040 -1.462 -1.197 -0.327
O 30.032720 1.641310 -18.009870 2.043 0.353 -1.262
H 31.262870 1.285370 -21.126210 -0.525 -0.210 -0.372
H 29.686150 2.099780 -20.638610 0.281 0.201 -0.708
H 29.752190 0.416150 -20.424710 0.667 -0.424 0.075
H 31.692700 2.510460 -18.919010 -0.567 0.802 -0.385
H 31.748500 0.902510 -18.845230 -0.083 -0.979 0.658
O 28.882390 2.426130 -13.015830 -0.467 0.118 -0.966
S 29.279130 2.741580 -14.365040 1.767 -1.924 0.340
O 28.522190 2.236480 -15.511810 0.340 0.976 1.345
O 29.511930 4.277730 -14.467790 0.907 0.356 -0.187
C 28.419060 5.149750 -14.545170 -3.115 0.905 -0.179
C 28.722790 6.606220 -14.368190 1.687 0.158 -0.747
C 31.030760 2.282110 -14.637320 -1.495 0.729 0.077
H 27.637370 4.939840 -13.815100 0.271 -0.722 0.411
H 27.903350 5.034120 -15.498460 0.228 -0.255 -0.295
H 27.840530 7.234540 -14.490340 -0.146 -0.316 0.431
H 29.366500 6.902890 -15.196270 0.245 0.204 0.005
H 29.285260 6.798050 -13.454450 -0.355 0.154 0.126
H 31.137110 2.727310 -15.626550 0.706 -0.220 0.047
H 31.173840 1.201590 -14.627350 -0.331 0.047 -0.074
H 31.604220 2.775570 -13.852620 0.025 0.009 -0.238
O 24.770350 -3.209850 -17.965550 -0.540 0.702 0.377
S 24.492690 -1.952530 -17.320660 -0.481 1.712 0.507
O 25.602280 -1.028270 -17.089880 -1.840 -1.115 -0.547
O 23.334000 -1.074640 -18.150710 1.248 -1.447 0.490
C 22.266340 -1.815190 -18.821330 -0.624 0.902 -1.852
C 22.403550 -1.703300 -20.358340 2.352 -0.151 -0.391
C 23.558820 -2.172430 -15.722680 1.295 -0.129 -1.296
H 21.344290 -1.284160 -18.584850 0.001 -0.465 0.795
H 22.278560 -2.886400 -18.620160 -0.084 0.222 0.590
H 21.939380 -2.452440 -20.999770 -0.509 -0.106 0.615
H 23.469090 -1.887090 -20.495920 0.335 -0.533 -0.161
H 22.386600 -0.754950 -20.895410 -0.930 0.467 0.792
H 22.738240 -2.850360 -15.957560 0.078 0.060 0.244
H 23.242860 -1.207410 -15.326440 0.009 -0.024 -0.383
H 24.320320 -2.591710 -15.065100 -0.213 -0.258 0.095
O 26.456810 -2.322690 -13.634580 -0.340 -1.806 -0.201
S 26.673250 -0.936610 -13.543400 0.568 1.364 1.716
O 26.740870 -0.193210 -14.769950 -0.288 0.583 0.943
O 25.442430 -0.300500 -12.605350 1.764 0.187 -1.898
C 25.054920 -1.142090 -11.529590 -1.113 -0.848 0.084
C 24.002600 -2.187420 -12.012220 0.891 -0.501 0.575
C 28.158590 -0.632520 -12.470780 -0.616 0.322 -1.495
H 24.709600 -0.467040 -10.746550 -0.519 0.040 -0.236
H 25.915590 -1.611740 -11.053380 0.143 -0.395 -0.325
H 23.171270 -1.818990 -12.613250 -0.012 0.510 0.471
H 23.665350 -2.777760 -11.160250 -0.444 0.372 0.197
H 24.458030 -2.964800 -12.625710 0.391 0.308 -0.096
H 27.874760 -0.364700 -11.453030 -0.018 -0.095 -0.232
H 28.626030 0.190880 -13.010800 -0.018 0.108 0.526
H 28.840010 -1.478650 -12.559190 -0.432 -0.184 0.104
O 26.776550 0.489380 -19.335420 -1.156 1.916 -2.183
S 25.870280 0.885850 -20.421420 -0.623 -0.435 -1.567
O 24.442680 0.937210 -20.217680 0.676 1.235 1.032
O 26.423440 2.235710 -21.264720 1.372 -3.656 3.369
C 25.635610 2.836810 -22.220960 -1.418 2.152 0.031
C 26.397830 4.145880 -22.470500 -0.962 0.378 -0.622
C 25.915670 -0.331680 -21.675790 0.812 -0.464 -0.380
H 24.717690 3.142790 -21.719070 -0.322 -0.021 -0.115
H 25.280670 2.246780 -23.065950 0.896 -0.376 -0.220
H 27.487300 4.112060 -22.472220 -0.146 -0.484 -0.049
H 26.067810 4.817340 -21.677830 0.334 0.119 -0.012
H 26.056330 4.580230 -23.410080 0.103 0.089 -0.064
H 25.747400 -1.260030 -21.129950 0.160 -0.126 -0.181
H 26.867780 -0.344060 -22.206300 0.012 -0.161 0.178
H 25.099000 -0.166860 -22.378630 0.073 0.181 0.200
O 25.275290 3.636240 -18.514970 0.877 -1.013 3.303
S 25.163960 2.967180 -17.193310 -0.285 -0.654 -1.161
O 26.081400 1.898410 -16.685060 -1.319 2.934 -1.237
O 25.028620 4.134250 -16.010040 0.339 -1.403 -1.223
C 24.919050 3.617830 -14.656660 0.393 0.000 1.524
C 24.658950 4.788260 -13.688230 -0.484 0.667 -1.425
C 23.543530 2.149620 -17.239090 1.451 0.833 1.211
H 25.824180 3.117220 -14.312820 0.429 0.073 -0.582
H 24.178620 2.822340 -14.572650 -0.471 0.263 -0.264
H 23.781530 5.351620 -14.005810 -0.502 -0.367 0.151
H 25.399600 5.575020 -13.831580 0.575 -0.328 0.291
H 24.554430 4.528790 -12.634730 0.182 -0.290 -0.245
H 23.241600 2.087530 -18.284590 -0.060 -0.096 0.346
H 22.983580 2.804610 -16.571590 -0.714 -0.259 -0.410
H 23.807880 1.223800 -16.728130 -0.637 -0.231 -0.400
O 28.199260 -1.814970 -18.931880 0.803 -1.753 -1.966
S 28.370330 -3.013510 -19.796020 -0.786 -0.469 1.933
O 27.353450 -3.237750 -20.850520 3.087 0.721 1.554
O 29.964120 -3.139700 -20.301920 -1.695 0.114 -1.009
C 31.019490 -2.619540 -19.465280 0.031 1.415 1.519
C 32.436950 -2.548170 -20.063460 -1.353 -0.486 -0.946
C 28.343560 -4.526340 -18.702830 -0.427 1.864 -1.025
H 30.980720 -3.112060 -18.493670 0.198 -0.392 -0.094
H 30.749720 -1.591740 -19.222490 -0.153 0.152 0.023
H 32.764140 -3.533610 -20.395060 0.280 0.106 0.154
H 33.144080 -2.074390 -19.382580 -0.234 -0.338 0.302
H 32.385830 -1.897170 -20.936210 0.090 -0.083 -0.192
H 28.482590 -5.305880 -19.451880 0.029 -0.288 0.599
H 27.356810 -4.477330 -18.242380 -0.127 -0.299 -0.284
H 29.068520 -4.411740 -17.896980 0.291 -0.116 -0.406